ORCA calculation (the ωB97M-V functional and the def2-TZVPD basis) on 2 unconnected molecules or ions with the total composition C16H11Cl4NO2S.

Properties
Total energy = -3060.3635 Eh
HOMO = -7.111 eV
Relative energy (zero: lowest compared OMol25 entry of this formula, charge and spin) = 10.5 kcal per mole
Gap between HOMO and LUMO = 4.535 eV
Strongest force on any atom = 2.6 eV/Å
LUMO level = -2.577 eV
Spin multiplicity = 1

XYZ file:
```
35
C16H11Cl4NO2S | the Open Molecules 2025 dataset | the ωB97M-V functional and the def2-TZVPD basis
Cl 4.63826 -0.24620 -1.95935
C 3.23982 0.73630 -1.94391
C 3.30927 2.09831 -2.01800
Cl 4.76322 2.92449 -2.36222
C 2.09646 2.95625 -1.85556
O 2.13115 4.17512 -2.00001
C 0.84085 2.21214 -1.55071
Cl -0.49176 3.13837 -1.00747
C 0.73548 0.87109 -1.76052
Cl -0.73120 0.12870 -2.22632
C 1.94286 0.01437 -1.81987
O 1.87868 -1.20640 -1.63564
C 2.34853 -0.54785 1.53454
S 0.64734 -0.80934 2.13790
C 0.77745 0.29162 3.60497
C -0.42240 -0.00012 1.08996
C -1.63550 -0.60703 0.67250
C -2.84060 0.11972 0.39799
C -3.88364 -0.49969 -0.26549
C -3.75223 -1.82620 -0.70823
C -4.74231 -2.37872 -1.58965
N -5.53433 -2.82744 -2.32638
C -2.66101 -2.59820 -0.27803
C -1.65679 -2.01466 0.46651
H 2.53055 -1.24870 0.71361
H 2.45525 0.47961 1.16855
H 3.03178 -0.74829 2.36757
H 0.08365 -0.12045 4.34340
H 1.79983 0.25393 4.00084
H 0.48315 1.30475 3.30602
H -0.20523 1.05723 0.94295
H -2.91516 1.15719 0.73048
H -4.81412 0.04021 -0.47099
H -2.61213 -3.65759 -0.54528
H -0.83516 -2.62249 0.84583
```

ORCA calculation (the ωB97M-V functional and the def2-TZVPD basis) on a molecular structure, C30H32BrN3O5Ru.

Properties
Total energy = -4371.1193 Eh
HOMO (alpha / beta) = -14.253 / -14.833 eV
Net charge = +2
Relative energy (zero: lowest compared OMol25 entry of this formula, charge and spin) = 1.7 kcal per mole
Gap between HOMO and LUMO (alpha / beta) = 7.366 / 6.474 eV
Strongest force on any atom = 0.6 eV/Å
LUMO level (alpha / beta) = -6.887 / -8.359 eV
Spin multiplicity = 5

XYZ file:
```
72
C30H32BrN3O5Ru | the Open Molecules 2025 dataset | the ωB97M-V functional and the def2-TZVPD basis
Ru -1.26802 -0.77225 1.27840
C 3.54347 2.18465 -4.25205
C 2.04026 2.46294 -4.43130
C 1.81768 3.97534 -4.63695
C 1.54034 1.71448 -5.66544
C 1.31176 2.05382 -3.17369
C 0.21175 1.18093 -3.18752
C -0.39512 0.83947 -2.01310
Br -1.93361 -0.21597 -2.04138
C 0.07598 1.30831 -0.73518
O -0.38095 0.82087 0.34882
C 1.10654 2.32758 -0.72945
C 1.69624 2.61657 -1.92658
C 1.48427 3.04825 0.55923
C 1.94618 2.04800 1.63387
C 2.63845 4.03935 0.36029
C 0.25972 3.87747 0.98854
H 4.06642 2.49434 -5.15632
H 3.73341 1.12213 -4.09914
H 3.97582 2.73703 -3.41886
H 2.34778 4.28741 -5.53630
H 2.19965 4.56508 -3.80438
H 0.76046 4.20525 -4.76873
H 2.11642 2.03615 -6.53190
H 0.49245 1.92768 -5.87985
H 1.67002 0.63559 -5.56790
H -0.16679 0.78203 -4.11595
H 2.49835 3.33680 -1.94196
H 2.93071 1.65937 1.37219
H 1.28214 1.19400 1.75331
H 2.04071 2.55438 2.59462
H 3.56474 3.54228 0.07065
H 2.82401 4.54393 1.30820
H 2.40236 4.81057 -0.37314
H -0.68598 3.33821 0.90381
H 0.17024 4.75512 0.34850
H 0.38153 4.23330 2.01245
N -2.02352 -2.22913 2.60386
C -2.26493 -1.72624 3.94825
C -2.70150 -2.48707 4.99430
C -2.90697 -1.87713 6.25035
C -2.67022 -0.54043 6.42488
C -2.20938 0.25463 5.34877
C -1.91969 1.63454 5.44752
C -1.45355 2.30853 4.35065
C -1.27376 1.62149 3.14583
N -1.55161 0.33340 3.00907
C -2.01275 -0.36226 4.10353
H -1.36984 -3.01482 2.62074
H -2.88743 -2.57596 2.18289
H -2.89353 -3.54492 4.86812
H -3.25464 -2.48003 7.07633
H -2.82768 -0.07574 7.38864
H -2.06192 2.14300 6.39196
H -1.21567 3.36061 4.39079
H -0.89186 2.12223 2.26477
O -1.95142 -2.39625 0.05369
C -0.81713 -2.99378 0.07385
O 0.10701 -2.39628 0.70591
C -0.62848 -4.28787 -0.57787
C 0.65162 -4.83918 -0.67525
C 0.82522 -6.06616 -1.29188
C -0.27168 -6.74957 -1.80253
C -1.52778 -6.18122 -1.68509
C -1.73594 -4.95725 -1.08939
N -2.70165 -6.90764 -2.21606
O -2.48547 -7.92084 -2.83461
O -3.78238 -6.38604 -2.04961
H 1.49721 -4.30090 -0.27009
H 1.81245 -6.49685 -1.37738
H -0.16764 -7.71004 -2.28701
H -2.73286 -4.54527 -1.03369
```

ORCA calculation (the ωB97M-V functional and the def2-TZVPD basis) on 6 unconnected molecules or ions with the total composition C25H64ClN4O13.

Properties
Total energy = -2647.8203 Eh
HOMO = -5.937 eV
Net charge = -1
Relative energy (zero: lowest compared OMol25 entry of this formula, charge and spin) = 37.3 kcal per mole
Gap between HOMO and LUMO = 8.412 eV
Strongest force on any atom = 3.7 eV/Å
LUMO level = 2.476 eV
Spin multiplicity = 1

XYZ file:
```
107
C25H64ClN4O13 | the Open Molecules 2025 dataset | the ωB97M-V functional and the def2-TZVPD basis
Cl 0.63699 0.48445 1.76777
O 0.46200 0.21654 3.16295
O -0.56466 1.04291 1.21562
O 1.76949 1.37860 1.61812
O 0.99884 -0.71454 1.05736
C -5.02512 0.03868 -0.30366
O -4.06483 -0.50154 -1.17399
C -2.85105 0.26977 -1.18975
C -1.73257 -0.63197 -1.69518
N -2.08103 -1.22425 -3.01123
C -1.06219 -2.29570 -3.26891
C 0.12140 -1.76245 -4.07796
O -0.25050 -0.88670 -5.09495
C 0.86007 -0.69790 -5.95117
H -5.64750 -0.74692 0.11507
H -5.52949 0.89558 -0.76736
H -4.56837 0.52251 0.57521
H -2.70709 0.64197 -0.17128
H -3.12556 1.14692 -1.80023
H -1.66892 -1.43153 -0.94857
H -0.72503 -0.22400 -1.54084
H -1.80411 -0.47198 -3.64135
H -1.59536 -3.03507 -3.88759
H -0.84453 -2.86217 -2.36770
H 0.82009 -2.58038 -4.30505
H 0.74220 -1.32994 -3.26515
H 0.59785 0.05551 -6.69342
H 1.05811 -1.60935 -6.52104
H 1.78180 -0.38204 -5.46095
C 3.53721 -3.92728 2.09890
O 2.28218 -3.85933 2.73299
C 2.25727 -2.75497 3.66443
C 0.97787 -2.99480 4.47358
N 1.25696 -4.00987 5.47414
C 0.10816 -4.37145 6.27155
C 0.37961 -5.48149 7.25586
O 0.60322 -6.64592 6.47765
C 1.33481 -7.63987 7.15776
H 3.72020 -3.05872 1.45523
H 3.56145 -4.88317 1.57782
H 4.41716 -3.91477 2.76043
H 2.11246 -1.88110 3.02367
H 3.17810 -2.74639 4.24890
H 0.14132 -3.09745 3.77250
H 0.69852 -2.08811 5.02262
H 1.90318 -4.74355 5.24673
H -0.70389 -4.68609 5.59665
H -0.26692 -3.45881 6.75031
H -0.39748 -5.66317 8.00748
H 1.26163 -5.21956 7.86081
H 1.38636 -8.53954 6.55630
H 1.01706 -7.70049 8.20626
H 2.37532 -7.29585 7.30701
C -4.01410 6.60683 1.67218
O -3.77882 5.38887 1.04612
C -2.40948 5.03539 0.90447
C -2.17881 3.99829 -0.17745
N -2.00540 4.58153 -1.49767
C -3.23243 4.74591 -2.26789
C -2.82859 4.97765 -3.73212
O -2.43167 3.80187 -4.37262
C -2.17476 4.00004 -5.73179
H -5.08498 6.82824 1.61052
H -3.43466 7.41166 1.20861
H -3.87742 6.56029 2.76507
H -2.11529 4.63288 1.88672
H -1.78974 5.92136 0.72256
H -2.89126 3.17224 -0.04859
H -1.21895 3.53168 0.06842
H -1.25775 4.09486 -1.96456
H -3.80609 5.58352 -1.87115
H -3.87346 3.85676 -2.21122
H -2.05203 5.75566 -3.80474
H -3.63246 5.48909 -4.29073
H -3.08770 4.38151 -6.20696
H -1.84630 3.09465 -6.24477
H -1.31891 4.67908 -5.87303
C 0.21262 2.22683 -2.99208
O 1.21664 3.16255 -2.64114
C 1.92492 2.75193 -1.48453
C 2.75898 1.47898 -1.56753
N 3.87043 1.42496 -2.53142
C 4.38755 0.10040 -2.75295
C 5.36793 -0.34965 -1.65861
O 5.80632 -1.63592 -2.06223
C 6.54972 -2.25129 -1.02342
H -0.59889 2.06447 -2.27495
H 0.59094 1.20411 -3.10830
H -0.15426 2.50855 -3.97471
H 1.25614 2.65521 -0.62492
H 2.64158 3.55083 -1.27228
H 2.16449 0.59579 -1.85180
H 3.11840 1.18156 -0.58140
H 3.87374 2.10922 -3.26263
H 4.90740 0.10611 -3.71638
H 3.61292 -0.65978 -2.91282
H 4.80367 -0.43425 -0.72463
H 6.20447 0.34934 -1.59331
H 7.36071 -1.56916 -0.74528
H 7.06028 -3.15822 -1.34909
H 5.88400 -2.50667 -0.19711
C -3.60005 -0.88233 3.44820
O -2.61951 -1.73416 2.88324
H -4.20016 -1.31348 4.25351
H -3.09471 -0.03075 3.91615
H -4.27867 -0.52072 2.67067
H -1.82926 -1.19753 2.76803
```

ORCA calculation (the ωB97M-V functional and the def2-TZVPD basis) on 2 unconnected molecules or ions with the total composition C4H7NO.

Properties
Total energy = -286.3208 Eh
HOMO = -7.931 eV
Relative energy (zero: lowest compared OMol25 entry of this formula, charge and spin) = 195.1 kcal per mole
Gap between HOMO and LUMO = 8.742 eV
Strongest force on any atom = 4.5 eV/Å
LUMO level = 0.810 eV
Spin multiplicity = 1

XYZ file:
```
13
C4H7NO | the Open Molecules 2025 dataset | the ωB97M-V functional and the def2-TZVPD basis
C -0.39433 -0.55304 1.16535
C 0.15300 -1.70824 1.35959
C -0.88507 0.71306 1.35642
C 1.70809 1.07214 -0.80221
N -0.23256 0.43399 -2.21232
O 1.17318 0.20633 -1.43478
H 0.41844 -2.40507 0.54159
H -0.18467 -2.34267 2.24538
H -0.19268 1.47149 1.69560
H -1.79362 1.13745 1.07443
H 1.43392 2.14065 -0.66323
H -1.07338 0.34789 -1.70759
H -0.13034 -0.51400 -2.61822
```

ORCA calculation (the ωB97M-V functional and the def2-TZVPD basis) on a gas-phase ion, C4H10NS (charge +1).

Properties
Total energy = -610.9139 Eh
HOMO (alpha / beta) = -11.279 / -14.373 eV
Net charge = +1
Relative energy (zero: lowest compared OMol25 entry of this formula, charge and spin) = 17.4 kcal per mole
Gap between HOMO and LUMO (alpha / beta) = 8.403 / 6.760 eV
Strongest force on any atom = 5.7 eV/Å
LUMO level (alpha / beta) = -2.876 / -7.614 eV
Spin multiplicity = 3

XYZ file:
```
16
C4H10NS | the Open Molecules 2025 dataset | the ωB97M-V functional and the def2-TZVPD basis
C -1.13975 0.95749 -0.52132
C -1.86114 -0.21240 0.22844
C 0.19815 0.94016 -0.01529
C 2.79492 -0.11493 0.33108
N -1.13073 -1.41901 -0.15542
S 1.13127 -0.34600 -0.45197
H -1.05172 0.91502 -1.59532
H -1.72289 1.81767 -0.25473
H -2.04390 0.00906 1.23501
H -2.78480 0.01133 -0.34229
H 0.47714 1.66493 0.83721
H 3.33301 -1.09905 0.67055
H 2.94942 0.67752 1.16087
H 3.23644 0.22552 -0.57889
H -1.17604 -2.26205 0.50391
H -1.20938 -1.76526 -1.05183
```

ORCA calculation (the ωB97M-V functional and the def2-TZVPD basis) on a molecular structure, C10H21B3I2NO7S.

Properties
Total energy = -2042.9387 Eh
HOMO = -10.176 eV
Net charge = +1
Gap between HOMO and LUMO = 5.792 eV
Strongest force on any atom = 7.9 eV/Å
LUMO level = -4.384 eV
Spin multiplicity = 1

XYZ file:
```
45
C10H21B3I2NO7S | the Open Molecules 2025 dataset | the ωB97M-V functional and the def2-TZVPD basis
C 5.84004 -3.24251 0.70583
C 4.65224 -3.89357 -0.21494
I 5.16188 -5.68944 -1.42267
C 3.24174 -3.43133 -0.31376
I 1.72921 -4.46631 -1.56424
B 2.72786 -2.11583 0.52631
O 2.64427 -2.12537 2.00878
B 1.71426 -0.98940 2.33383
O 0.50014 -0.89947 1.47887
B 0.99671 -0.46280 0.14254
C 0.08620 0.48263 -0.86343
C -0.69653 -0.34720 -2.04746
C -1.62051 -1.59453 -1.52107
C -2.51740 -1.28099 -0.18328
S -2.84065 -2.97936 0.62931
O -3.16006 -3.94192 -0.55709
O -1.51382 -3.52230 1.27472
O -4.16996 -2.96811 1.69934
O 2.34600 -0.90068 -0.27596
H 6.85303 -3.29323 0.07753
H 5.69804 -2.11714 0.98959
H 5.97794 -3.96015 1.64045
H 1.95346 -0.21144 3.20886
H 0.78050 1.28835 -1.37232
H -0.73160 1.08305 -0.24462
H -1.30390 0.35965 -2.78675
H 0.15923 -0.83156 -2.72419
H -0.94853 -2.56899 -1.43127
H -2.39577 -1.83416 -2.39460
H -1.97190 -0.64809 0.64270
H -3.57326 -0.81406 -0.39524
H -3.90936 -3.57426 2.47707
C -0.08529 4.96914 -0.57381
C -1.15177 3.98072 -0.21842
O -1.22000 2.83271 -0.60651
N -2.16915 4.27796 0.71471
C -3.14477 5.28377 0.25524
H 0.43774 4.63048 -1.47213
H -0.52716 5.94600 -0.78345
H 0.62420 5.05284 0.25223
H -1.72320 4.60089 1.57605
H -2.61580 3.36400 0.86286
H -2.64911 6.25556 0.19873
H -3.95108 5.31795 0.99138
H -3.53411 4.97847 -0.71971
```

ORCA calculation (the ωB97M-V functional and the def2-TZVPD basis) on 2 unconnected molecules or ions with the total composition CH6N2O.

Properties
Total energy = -226.4646 Eh
HOMO = -9.652 eV
Relative energy (zero: lowest compared OMol25 entry of this formula, charge and spin) = 1.8 kcal per mole
Gap between HOMO and LUMO = 10.699 eV
Strongest force on any atom = 1.4 eV/Å
LUMO level = 1.046 eV
Spin multiplicity = 1

XYZ file:
```
10
CH6N2O | the Open Molecules 2025 dataset | the ωB97M-V functional and the def2-TZVPD basis
N -0.74236 -0.45355 -1.08145
C 0.26900 -1.34616 -1.04069
O 0.91647 -1.56568 -0.03305
H -1.08633 -0.21675 -1.99345
H -0.86602 0.16700 -0.27895
H 0.50244 -1.93899 -1.92968
N 0.13983 1.32682 1.30495
H -0.41441 1.93308 1.91177
H 0.16378 0.46686 1.85504
H 1.11761 1.62736 1.28551
```

ORCA calculation (the ωB97M-V functional and the def2-TZVPD basis) on 12 unconnected molecules or ions with the total composition C6H35NO11.

Properties
Total energy = -1131.8600 Eh
HOMO = -9.061 eV
Relative energy (zero: lowest compared OMol25 entry of this formula, charge and spin) = 120.3 kcal per mole
Gap between HOMO and LUMO = 8.950 eV
Strongest force on any atom = 8.0 eV/Å
LUMO level = -0.111 eV
Spin multiplicity = 1

XYZ file:
```
53
C6H35NO11 | the Open Molecules 2025 dataset | the ωB97M-V functional and the def2-TZVPD basis
C 0.46154 0.61388 -2.64027
C 1.00595 1.00148 -1.28451
C 0.67560 2.47713 -1.05224
C 1.99522 3.14295 -0.72513
C 2.94907 1.95860 -0.24570
N 2.56839 0.89223 -1.14066
C 2.83126 -0.50285 -0.49960
H 1.22923 0.95743 -3.39866
H 0.09976 -0.32596 -2.84606
H -0.57689 0.98425 -2.96163
H 0.62134 0.26940 -0.44011
H 0.12697 2.88751 -1.87154
H -0.02030 2.72805 -0.18138
H 2.07018 4.04814 -0.14273
H 2.61979 3.50837 -1.65329
H 3.95923 2.31797 -0.49857
H 2.93151 1.63242 0.85369
H 2.36648 -0.60705 0.56974
H 2.45742 -1.14341 -1.33047
H 4.03278 -0.49967 -0.32270
O 1.99691 -1.63526 2.71175
H 1.54091 -0.77484 2.96726
H 2.24461 -1.93451 3.63148
O -4.25709 -0.43699 -3.05323
H -4.39814 -1.17959 -2.48566
H -3.82776 0.30095 -2.66084
O 0.82529 3.82234 2.15766
H 0.28639 3.04248 1.85454
H 1.72820 3.79746 1.90853
O -3.06444 -1.61542 -0.27842
H -2.97474 -2.48177 -0.90300
H -3.40223 -2.10532 0.54507
O 0.26924 0.33627 3.22916
H -0.31493 -0.39385 3.44828
H -0.14141 0.96578 2.67148
O -1.40420 1.64112 1.03171
H -1.14363 0.90880 0.51445
H -2.35478 1.74156 1.08601
O -4.39227 1.03722 0.30525
H -4.12563 0.22670 0.12135
H -4.04984 1.80946 -0.20932
O -1.75758 -2.85034 -2.25440
H -1.83717 -2.03235 -2.70984
H -1.33363 -2.44975 -1.43969
O 1.22740 -4.43930 0.31120
H 0.73900 -5.08056 0.86416
H 1.41521 -3.67636 0.87819
O -1.18530 -2.01631 2.80673
H -0.23271 -1.94293 2.75735
H -1.40126 -2.16080 1.88576
O -0.04781 -2.07443 -0.04138
H 0.75372 -1.61320 0.43270
H 0.21516 -3.07711 -0.27248
```

> Among the records above, which one has the lowest total energy?

C30H32BrN3O5Ru

> Which formula does entry 8 have?

C6H35NO11